# 1
{
  "formula": "C16H39FO12",
  "method": "ωB97M-V with the def2-TZVPD basis set",
  "elements": ["C", "F", "H", "H", "H", "H", "H", "C", "C", "O", "H", "C", "H", "H", "O", "C", "C", "O", "H", "H", "H", "H", "H", "H", "O", "H", "H", "H", "H", "H", "C", "H", "C", "H", "H", "C", "C", "O", "O", "O", "H", "H", "C", "C", "H", "H", "H", "H", "H", "O", "C", "O", "H", "H", "H", "O", "H", "O", "O", "H", "H", "C", "H", "H", "C", "H", "C", "H"],
  "coordinates": [[-3.351192, -1.588223, 1.531889], [-6.961976, -1.383189, 1.880144], [-1.941254, -0.560036, 0.182907], [-11.314330, -1.362737, 1.217001], [7.624295, 2.801252, 2.035761], [0.112418, 0.580087, -3.074914], [-4.775655, -0.474615, 2.614273], [-10.366763, -1.652594, -0.706840], [4.524337, 3.917752, -5.471096], [7.531740, 2.397903, 1.164830], [2.208725, 0.095412, 3.835573], [0.458112, 0.676009, -2.037353], [-9.582089, -3.396697, -0.936947], [4.944126, 1.944730, -4.698629], [3.500251, 4.908677, -5.350977], [-1.073948, -1.924192, 1.571986], [8.246901, 0.226678, 1.942450], [6.976491, -0.329896, 1.640439], [8.535618, 1.083717, -0.007011], [2.299219, -1.588201, 3.266231], [6.389407, 0.417135, 1.444859], [3.568517, 5.299600, -4.471824], [-11.846515, -2.812973, 0.336387], [-0.091632, -1.628398, 1.881656], [-1.686878, -2.680911, 2.654340], [-2.058303, 0.030873, 1.904426], [4.596961, -0.557978, 3.426162], [-5.863609, -1.981660, 0.277153], [4.184940, -0.948297, 1.744818], [-0.177417, 1.394897, -1.518054], [8.547426, 1.401177, 1.034467], [9.525583, 1.835650, 1.264022], [-5.783968, -1.845439, 1.350650], [-3.406875, -2.358417, 0.762130], [2.262442, 1.189010, -0.985598], [-10.989359, -2.182064, 0.567940], [2.474945, -0.549112, 2.987145], [-10.051511, -3.008037, 1.258425], [2.930765, 2.190366, -4.947854], [0.315556, -0.584599, -1.397172], [4.542123, 3.617739, -6.517621], [4.160445, 3.040828, -3.538312], [-2.069222, -0.802446, 1.220192], [-4.675238, -0.855773, 1.608586], [-5.540306, -2.791310, 1.805731], [8.995246, -0.557001, 1.822061], [-4.731930, -0.026502, 0.922534], [2.038357, 2.079278, -2.509654], [2.005482, 0.547107, 1.471479], [1.620317, -0.232386, 1.894816], [4.197940, 2.731101, -4.591134], [4.108122, 1.032316, 2.186004], [1.093471, -1.101427, -1.650654], [-9.492689, -1.032699, -0.466981], [4.030141, 1.591751, 2.967757], [-3.458957, -2.193958, 3.875824], [8.242930, 0.555077, 2.991198], [2.721911, 0.137640, -2.657143], [-9.943926, -2.727101, -1.534212], [5.494214, 4.349431, -5.207330], [-1.135390, -2.590609, 0.720057], [1.907925, 1.112537, -2.013889], [-11.081238, -1.052083, -1.270488], [2.527872, 0.183208, -3.603088], [3.920495, -0.328041, 2.599112], [-9.354158, -2.434203, 1.602046], [-2.921786, -2.191228, 2.853052], [2.362348, 2.946093, -5.153737]],
  "atomic_forces_ev_per_a": [[-0.2, 0.9, -0.6], [-0.9, 0.1, 0.0], [0.0, 0.5, -0.4], [-0.1, 0.0, -0.1], [0.0, 0.0, -0.1], [0.0, 0.2, 0.0], [-0.2, 0.2, 0.4], [0.2, -0.3, -0.1], [0.0, 0.2, 0.2], [0.0, 0.0, 0.0], [0.1, -0.1, 0.1], [0.1, -0.3, 0.0], [0.0, 0.1, -0.1], [0.0, 0.0, 0.0], [0.0, -0.1, 0.0], [-1.1, -0.2, -0.3], [-0.4, 0.0, 0.0], [0.1, 0.1, -0.1], [0.0, 0.0, 0.0], [0.0, 0.0, 0.0], [0.0, -0.1, 0.1], [0.0, 0.0, -0.1], [0.0, 0.0, 0.0], [0.4, 0.1, -0.2], [0.9, 0.3, 0.5], [0.5, 0.6, 0.0], [0.0, -0.1, 0.0], [-0.5, -0.2, -0.2], [0.0, 0.0, 0.0], [0.0, 0.0, 0.0], [0.0, 0.2, 0.2], [0.1, -0.1, 0.0], [0.9, 0.3, -0.2], [-0.1, -0.4, 0.1], [0.0, 0.0, 0.0], [0.2, 0.1, 0.2], [-0.1, 0.3, -0.2], [0.0, 0.0, 0.0], [0.0, -0.1, -0.1], [0.0, 0.1, 0.1], [0.0, 0.0, 0.0], [0.2, 0.0, 0.0], [-0.2, -1.3, 0.7], [0.3, -0.3, 0.4], [-0.1, -0.4, 0.3], [0.0, 0.0, 0.0], [0.0, 0.3, -0.3], [-0.1, 0.1, 0.1], [-0.1, -0.1, 0.0], [0.2, 0.0, 0.0], [-0.3, 0.0, 0.0], [0.0, 0.0, -0.1], [-0.1, 0.0, 0.0], [-0.1, 0.2, 0.1], [0.0, 0.0, -0.1], [-2.2, -0.3, 3.4], [0.2, 0.0, 0.0], [-0.1, -0.1, 0.1], [-0.1, 0.0, 0.0], [0.1, -0.1, 0.0], [0.9, -0.2, -0.3], [0.1, 0.1, -0.3], [0.0, 0.0, 0.0], [0.1, 0.2, 0.0], [0.0, 0.1, 0.3], [0.0, -0.1, 0.0], [1.5, -0.2, -3.5], [0.1, -0.1, 0.0]],
  "orbital_gap_ha": 0.378,
  "max_force_ev_per_a": 4.053,
  "total_energy_ha": -1635.6918,
  "e_homo_ev": -9.973,
  "smiles": "O=C1OCC[C@@H]1CCF.OCCO.OCCO.OCCO.OCCO.OCCO",
  "lumo_ev": 0.30
}

# 2
{
  "formula": "C16H40ClN3O6",
  "method": "ωB97M-V with the def2-TZVPD basis set",
  "elements": ["H", "C", "Cl", "O", "H", "O", "H", "H", "H", "C", "H", "H", "H", "H", "C", "N", "C", "H", "H", "H", "H", "H", "H", "H", "N", "O", "H", "H", "H", "C", "C", "C", "O", "O", "H", "C", "C", "H", "C", "H", "H", "H", "H", "H", "C", "H", "H", "H", "H", "H", "N", "H", "C", "H", "H", "C", "H", "H", "H", "C", "C", "H", "H", "O", "C", "H"],
  "coordinates": [[-2.426115, -1.662510, 2.621944], [-4.179704, 1.349628, -4.290201], [3.185378, 4.665966, 0.862094], [-0.942004, -0.354377, 3.270457], [-2.352489, 0.933309, -3.254806], [-1.190052, 3.902023, 0.866556], [-1.894150, -3.223782, 4.034485], [2.415450, -2.979920, -0.446489], [5.555823, -3.430257, 1.453665], [-0.779223, 2.811790, 0.056843], [4.030699, -1.670916, 0.982052], [-5.267985, 3.193627, -4.701324], [4.690310, -4.428871, -2.180189], [-5.725208, 2.407163, -3.185428], [4.385956, -2.218473, 0.104653], [-3.699314, 1.314978, -5.673626], [-2.941473, 4.131288, -3.349394], [5.181718, -0.518129, -0.690863], [2.750457, -1.325092, -0.941559], [0.032993, 3.171657, -0.568985], [-3.260618, 2.209754, -5.872480], [0.295233, -2.483870, 3.012695], [-6.253391, 1.744223, -4.733374], [-2.961868, -0.409095, 3.774903], [0.675130, -2.648635, 3.940867], [3.522662, -2.705336, -2.175372], [3.677950, 2.379142, 0.821506], [1.540939, -2.117376, 3.953372], [-1.213403, -3.930131, 5.486954], [3.192800, -2.319569, -0.853476], [-5.424070, 2.229020, -4.219725], [-2.292183, -0.625875, 2.938310], [1.734708, 0.409087, 0.889763], [1.707204, 2.626593, 1.362130], [5.717611, -1.865813, -1.375861], [-3.077940, 1.750759, -3.298800], [-1.483735, -2.986196, 5.015618], [-2.942446, 0.642145, -5.751291], [2.812099, 2.967885, 0.551432], [5.496113, -4.075194, -0.175707], [-1.625360, 2.556608, -0.573478], [0.305570, -0.019938, 4.802740], [-3.484261, 1.870570, -2.284584], [3.450519, -4.297525, -3.430725], [1.108838, 1.440713, 1.009552], [-2.271149, -2.523522, 5.614116], [-0.951609, 3.738851, 1.776275], [-1.372908, -0.235598, 5.292379], [-3.505115, 4.075463, -2.413673], [-3.599633, 4.471420, -4.152148], [5.498933, -1.457691, -0.471224], [2.971390, -4.668765, -1.763414], [3.669019, -4.096608, -2.382099], [-0.767201, 0.660143, 0.417397], [-2.150715, 4.871400, -3.231635], [-0.380214, 1.568769, 0.855971], [2.586160, 2.874755, -0.503538], [0.234701, -2.094811, 5.892745], [-2.563875, 0.017000, 2.100378], [4.907688, -3.567921, 0.588744], [-0.259433, -2.081620, 4.917007], [4.087607, -4.225886, 0.883135], [-0.773947, 1.651324, 1.866862], [-2.331841, 2.892749, -3.669148], [-0.593263, -0.614006, 4.618532], [-4.483761, 0.333507, -4.021515]],
  "atomic_forces_ev_per_a": [[-0.1, 0.0, 0.1], [-0.1, 0.2, -0.1], [0.0, 0.0, 0.0], [-0.2, 0.0, 0.0], [0.0, 0.0, 0.0], [-0.3, 0.1, -0.2], [0.0, 0.0, 0.0], [0.1, -0.1, 0.0], [0.0, 0.0, 0.0], [-0.3, 0.1, 0.4], [-0.1, 0.0, 0.0], [0.1, 0.0, 0.0], [0.0, -0.1, 0.1], [0.0, 0.0, 0.0], [0.1, -0.2, -0.1], [0.1, -0.1, 0.1], [0.1, 0.1, -0.1], [0.0, 0.0, 0.1], [0.0, 0.0, 0.0], [0.2, -0.2, -0.3], [-0.1, 0.0, 0.0], [0.0, -0.1, 0.0], [0.0, 0.0, 0.0], [0.0, 0.0, 0.0], [0.0, 0.2, 0.0], [0.0, -0.1, 0.0], [0.2, -0.1, 0.0], [0.0, -0.1, 0.1], [0.0, 0.0, 0.0], [-0.1, 0.2, 0.1], [-0.1, 0.0, 0.1], [0.1, 0.0, -0.1], [-0.4, 1.2, -0.2], [-0.6, -0.1, -0.5], [0.1, 0.0, 0.0], [0.1, -0.3, 0.0], [0.0, 0.0, 0.1], [-0.1, -0.1, 0.0], [0.4, 0.1, 0.5], [0.0, 0.0, -0.1], [-0.1, 0.0, -0.3], [0.0, 0.0, -0.1], [-0.1, 0.1, 0.0], [0.0, 0.0, 0.0], [0.5, -1.3, 0.3], [0.0, 0.0, 0.0], [0.2, 0.0, 0.3], [-0.1, -0.1, 0.0], [0.0, 0.0, 0.0], [-0.1, 0.0, 0.1], [-0.1, 0.1, 0.0], [0.0, 0.0, 0.0], [0.0, 0.1, -0.1], [0.0, -0.2, 0.0], [0.0, -0.1, 0.0], [0.4, 0.5, 0.0], [-0.1, -0.1, -0.1], [0.0, 0.1, 0.0], [0.0, 0.0, 0.0], [0.0, 0.0, 0.1], [-0.1, -0.1, -0.2], [0.0, 0.0, 0.0], [-0.2, -0.1, 0.2], [-0.1, 0.1, 0.2], [0.2, 0.1, 0.1], [0.1, 0.0, 0.0]],
  "orbital_gap_ha": 0.348,
  "max_force_ev_per_a": 1.470,
  "total_energy_ha": -1709.4414,
  "e_above_lowest_kj_mol": 18.37,
  "e_homo_ev": -9.075,
  "smiles": "COC[C@@H](C)N.COC[C@@H](C)N.COC[C@@H](C)N.O=C(CCO)OCCl",
  "lumo_ev": 0.38
}

# 3
{
  "formula": "C16H40FN13O25PS",
  "method": "ωB97M-V with the def2-TZVPD basis set",
  "elements": ["O", "H", "O", "O", "O", "C", "H", "H", "H", "N", "H", "C", "O", "C", "O", "H", "N", "O", "O", "O", "O", "H", "H", "H", "O", "H", "N", "H", "C", "F", "H", "C", "H", "C", "H", "N", "O", "N", "C", "C", "C", "H", "H", "H", "H", "H", "O", "H", "H", "C", "H", "N", "O", "H", "H", "H", "O", "O", "C", "C", "H", "O", "H", "N", "H", "N", "C", "O", "C", "H", "H", "H", "O", "C", "H", "O", "O", "O", "O", "S", "P", "H", "N", "N", "H", "H", "N", "N", "H", "H", "H", "O", "O", "N", "C", "H", "H"],
  "coordinates": [[-1.907371, -3.173211, -0.498907], [2.582897, -0.377753, -2.203986], [3.624290, -0.727438, 4.665591], [0.040773, 5.491078, -1.741466], [-6.582783, 10.028292, 2.230307], [6.177713, -6.662545, 0.567030], [-2.827446, 1.590515, 4.031691], [-1.329344, 0.784380, -6.468556], [-1.096087, 0.024379, -1.854154], [-6.542178, 8.792563, 2.246835], [-2.910601, -1.627860, 4.863814], [-0.332058, 4.140789, 0.609740], [-1.360500, -2.239784, 1.420240], [-3.123063, -2.605119, 5.302289], [6.323253, -7.744128, -4.406408], [5.851667, -7.345358, -0.220164], [4.033349, -1.029058, 3.538293], [4.596362, -2.085590, 3.228937], [-3.037678, -4.505070, 3.956923], [4.871515, -1.879199, -4.726291], [-5.865653, 5.674882, -1.377384], [-4.308528, 2.158120, 4.875153], [7.228643, -5.487723, -2.306481], [7.571326, -5.480644, -4.069915], [5.294116, -6.876915, -2.662191], [-5.044354, 6.235564, 1.032050], [-1.255299, 4.993476, 1.406178], [-0.977396, -1.185958, -0.309211], [0.615785, -1.622633, -1.888262], [0.516726, 1.925681, -0.791493], [5.062214, -1.054159, -4.166991], [-4.282866, 6.164313, 0.252773], [-2.210388, -3.058236, 5.695037], [0.554434, 0.502211, -0.295524], [4.351766, 0.885862, 2.751875], [-0.439486, 5.854635, -2.821338], [-3.436588, 1.285125, 7.171194], [7.659994, -6.755283, 0.656493], [-0.389580, -0.566484, -1.131218], [-7.799014, 8.074318, 2.590705], [7.428808, -6.104458, -3.185178], [2.752351, 0.145558, 2.369550], [-4.070404, 7.141572, -0.185704], [-0.928546, 3.351751, 0.147315], [-3.370191, 5.711196, 0.645520], [-0.796993, -3.481834, -2.027395], [-1.881285, 4.438259, 2.316661], [-8.059538, 7.440598, 1.740433], [-0.013333, 0.042826, -5.496231], [-1.067621, -0.016933, -5.774339], [1.433289, -4.879683, -3.249968], [-3.665314, -3.473332, 4.222507], [1.291956, 0.184422, 0.792980], [-2.173132, 6.982058, -3.153041], [4.233432, -0.422049, 1.526089], [5.747167, -6.948952, 1.528873], [4.149957, -4.649272, -4.409489], [0.200016, 6.149342, -3.837845], [-1.921768, 5.947374, -2.910802], [-1.104172, -4.540095, 1.208024], [0.149282, 4.757348, -0.152300], [-1.687145, -0.694361, -3.639052], [-2.352314, 5.660966, -1.948959], [-1.489077, -3.209764, 0.664123], [-1.732215, -4.733964, 2.079914], [-1.869539, 0.142227, -4.531216], [3.827084, -0.025829, 2.459058], [-1.327756, 6.189159, 1.099521], [1.333457, -3.769469, -2.870885], [0.409610, 3.727509, 1.296444], [3.670544, -5.213341, -3.708185], [-2.709112, 2.898426, 5.257478], [8.299497, -6.460576, -0.360014], [2.503584, -2.612302, -2.892713], [-1.268191, -5.297280, 0.438407], [-4.197480, 4.264362, -1.092594], [8.140254, -7.118840, 1.736365], [-2.464516, -0.073026, 5.734539], [-5.550300, 8.095436, 2.003333], [5.448395, -3.107788, -2.038514], [4.243454, -3.067046, -3.613460], [-0.048235, -4.491085, 1.481940], [0.143970, -3.055227, -2.214883], [6.252046, -6.979339, -3.437320], [-3.884551, -2.533868, 6.081567], [-1.311274, -0.991955, -6.201166], [2.055575, -1.273297, -2.301710], [-3.027530, 0.983506, 6.043895], [-8.585051, 8.808479, 2.779636], [8.290511, -6.752760, -3.013106], [-7.604267, 7.478941, 3.485028], [-4.705850, -3.094550, 3.672133], [-2.655726, 1.095392, -4.482918], [-4.825117, 5.296100, -0.827010], [-3.233794, 1.986734, 4.964660], [-2.247814, 5.264560, -3.697995], [5.926349, -5.627860, 0.324790]],
  "atomic_forces_ev_per_a": [[0.1, 0.5, 1.1], [-0.8, -1.1, 0.1], [0.7, -0.6, -1.7], [-0.3, 0.8, -2.3], [0.3, -2.1, -0.1], [-0.3, -0.1, 0.2], [-0.1, 0.0, 0.3], [0.0, -0.2, 0.3], [1.5, -1.4, 1.3], [0.6, 1.1, -0.2], [-0.3, -0.6, 0.0], [0.4, 0.1, 0.1], [-0.4, -1.3, -1.7], [0.2, -0.3, 0.0], [-0.5, 1.3, 1.8], [0.1, 0.3, 0.0], [0.2, -0.7, 0.9], [-0.8, 1.3, 0.6], [-0.8, 1.0, -0.2], [-2.1, -1.3, 2.3], [1.6, -0.9, 0.6], [0.2, 0.1, 0.1], [0.0, -0.3, -0.3], [0.0, -0.3, 0.0], [0.6, -0.3, -0.9], [0.2, 0.1, -0.3], [-0.1, 0.5, 0.4], [1.2, 1.6, -1.8], [0.2, -0.9, -0.6], [0.2, -4.7, 1.3], [-0.1, -1.8, -0.9], [0.2, -0.3, 0.2], [-0.3, 0.0, -0.2], [3.6, -0.7, 5.5], [-0.2, -0.1, 0.0], [1.0, 0.2, -0.5], [0.8, -0.8, -1.9], [1.1, -0.3, 0.7], [1.3, 0.3, 0.7], [-0.3, 0.1, 0.1], [0.1, 0.3, 0.2], [0.4, 0.0, 0.2], [-0.2, -0.1, 0.2], [0.0, 0.3, 0.3], [-0.5, 0.2, -0.2], [0.9, 1.0, 0.2], [0.6, 1.0, -1.1], [0.1, 0.0, 0.2], [-0.2, -0.1, 0.0], [0.0, 0.1, -0.3], [-0.6, 2.7, 1.0], [-0.7, -0.2, -0.4], [-5.6, 2.7, -8.5], [0.1, -0.2, -0.1], [-0.1, 0.0, 0.3], [0.3, 0.1, -0.2], [-1.5, 3.3, 2.3], [-0.9, -0.6, 1.8], [-0.3, 0.0, 0.2], [0.0, -0.4, -0.1], [-0.3, -0.5, 0.8], [-0.3, 0.8, -0.9], [0.3, 0.0, -0.2], [0.0, 0.2, 0.8], [0.1, 0.1, 0.0], [-1.1, 1.1, 0.1], [0.0, 0.1, -0.2], [0.0, -1.6, 0.7], [1.8, 6.1, 1.2], [-0.3, -0.1, 0.0], [1.4, 0.8, -1.3], [-0.2, -0.1, 0.0], [-0.7, -0.4, 1.4], [-3.4, -2.3, -0.6], [0.0, 0.3, 0.1], [-0.8, 1.0, 0.0], [-0.6, 0.6, -1.9], [-0.4, 1.8, 0.9], [-1.2, 1.1, 0.4], [-1.4, 0.1, -1.4], [2.4, -0.2, 0.8], [-0.2, 0.1, 0.1], [6.7, 3.3, -1.2], [-0.1, -0.8, -0.8], [0.1, 0.1, -0.2], [0.1, 0.1, 0.2], [-5.2, -7.4, -0.6], [-0.1, -0.1, 1.1], [0.3, -0.1, -0.1], [-0.2, 0.1, -0.1], [0.0, 0.0, -0.2], [1.7, -0.8, 0.6], [1.4, -1.9, 0.3], [-0.7, -0.2, -0.5], [0.1, 0.1, -0.3], [0.1, 0.2, 0.1], [0.1, -0.2, -0.1]],
  "orbital_gap_ha": 0.275,
  "max_force_ev_per_a": 10.503,
  "total_energy_ha": -4064.3546,
  "charge": 1,
  "e_homo_ev": -12.285,
  "lumo_ev": -4.81
}